[1]
The following is a DFT calculation (ωB97M-V/def2-TZVPD) of a single C5H11N5 molecule.

Gap between HOMO and LUMO (spin up / spin down)   7.93 / 7.93 eV
HOMO (spin up / spin down)   -0.2842 / -0.2843 Eh
Energy above the lowest of the compared OMol25 structures with the same formula, charge and spin   90.9 kcal/mol
SMILES   CC(=C/C(C)=N/N)/N=N/N

```
! RIJCOSX wB97M-V def2-TZVPD def2/J DEFGRID3
* xyz 0 1
C -1.025 0.714 2.597
C -0.444 0.382 1.191
C -1.120 -0.232 0.157
C -0.607 -0.586 -1.184
C -1.626 -0.702 -2.296
N 0.640 -0.797 -1.458
N 1.009 -0.992 -2.778
N 0.850 0.645 1.007
N 1.553 0.850 2.046
N 2.805 1.364 1.844
H -1.901 0.137 2.649
H -1.179 1.700 2.580
H -0.330 0.488 3.292
H -2.173 -0.359 0.417
H -1.710 -1.747 -2.409
H -1.224 -0.024 -3.049
H -2.502 -0.379 -1.901
H 2.008 -0.997 -2.695
H 0.530 -1.744 -3.229
H 3.423 0.718 2.273
H 3.024 1.561 0.946
*
```



[2]
The following is a DFT calculation (ωB97M-V/def2-TZVPD) of a single C5H11N5O2 molecule.

Gap between HOMO and LUMO   9.33 eV
HOMO   -0.3248 Eh
Energy above the lowest of the compared OMol25 structures with the same formula, charge and spin   145.4 kcal/mol
SMILES   [H]/N=C(N)/N=C(/N)NCCC(=O)O

```
! RIJCOSX wB97M-V def2-TZVPD def2/J DEFGRID3
* xyz 0 1
H 0.949 2.018 1.518
N 0.388 1.021 1.390
C -0.422 1.449 0.402
N 0.138 2.786 -0.138
N -1.569 1.102 -0.217
C -1.961 -0.210 -0.168
N -3.407 -0.643 -0.134
N -1.197 -1.284 0.140
C 0.134 -1.415 0.363
C 0.995 -1.128 -0.780
C 2.385 -0.428 -0.377
O 2.612 0.645 -1.170
O 3.301 -0.887 0.599
H 1.171 2.680 -0.317
H -0.561 3.152 -0.979
H -3.431 -1.423 -0.714
H -3.703 0.130 -0.902
H -1.854 -1.799 0.724
H 0.477 -0.828 1.272
H 0.190 -2.480 0.821
H 1.024 -1.841 -1.630
H 0.529 -0.264 -0.920
H 3.812 -0.353 1.215
*
```



[3]
The following is a DFT calculation (ωB97M-V/def2-TZVPD) of a single C5H11N7P2 molecule.

Gap between HOMO and LUMO   8.44 eV
HOMO   -0.3125 Eh
Energy above the lowest of the compared OMol25 structures with the same formula, charge and spin   7.1 kcal/mol
SMILES   C=NP(=N)(N=C)N=P(N=C)(N=C)N=C

```
! RIJCOSX wB97M-V def2-TZVPD def2/J DEFGRID3
* xyz 0 1
C 2.160 0.151 -1.855
N 0.999 0.566 -1.616
P 0.661 1.577 -0.320
N 1.935 2.315 0.223
N -0.596 2.461 -0.807
C -1.649 2.622 -0.197
N -0.078 0.345 0.880
P -0.234 -1.112 0.262
N -1.114 -2.088 1.425
C -1.547 -1.617 2.490
N 1.096 -2.072 -0.035
C 2.220 -1.728 0.381
N -1.116 -1.351 -1.170
C -2.289 -0.916 -1.245
H 2.383 -0.591 -2.525
H 3.165 0.525 -1.481
H 1.910 2.894 0.955
H -2.126 3.473 -0.499
H -1.965 1.840 0.535
H -2.177 -2.076 3.195
H -1.348 -0.535 2.715
H 3.075 -2.440 0.174
H 2.448 -0.874 1.089
H -2.922 -1.116 -2.079
H -2.891 -0.253 -0.497
*
```



[4]
The following is a DFT calculation (ωB97M-V/def2-TZVPD) of 2 unconnected molecules or ions with the total composition C5H11NO.

Gap between HOMO and LUMO (spin up / spin down)   2.03 / 6.86 eV
HOMO (spin up / spin down)   0.0423 / -0.1354 Eh
Energy above the lowest of the compared OMol25 structures with the same formula, charge and spin   67.1 kcal/mol

```
! RIJCOSX wB97M-V def2-TZVPD def2/J DEFGRID3
* xyz -1 2
C 2.317 -0.223 -0.878
N 2.432 0.518 0.355
C 1.497 0.992 1.176
C 0.201 1.193 0.776
C -0.820 0.987 1.806
C -1.995 0.369 1.703
H 2.793 -1.179 -0.666
H 2.916 0.309 -1.627
H 1.299 -0.250 -1.223
H 3.394 0.747 0.566
H 1.807 1.379 2.139
H -0.118 1.532 -0.202
H -0.605 1.542 2.718
H -2.670 0.282 2.546
H -2.495 0.154 0.767
H -2.908 -2.441 -2.717
H -3.796 -3.355 -3.630
O -3.249 -2.555 -3.609
*
```



[5]
The following is a DFT calculation (ωB97M-V/def2-TZVPD) of 2 unconnected molecules or ions with the total composition C5H11NO.

Gap between HOMO and LUMO (spin up / spin down)   3.99 / 6.09 eV
HOMO (spin up / spin down)   0.0064 / -0.0738 Eh
Energy above the lowest of the compared OMol25 structures with the same formula, charge and spin   38.7 kcal/mol

```
! RIJCOSX wB97M-V def2-TZVPD def2/J DEFGRID3
* xyz -1 2
N 1.534 -1.401 -0.499
C 0.153 -1.099 -0.231
C -0.449 0.151 -0.419
C 0.350 1.356 -0.560
C -0.120 2.534 -1.110
C -0.660 -2.284 0.212
H 1.632 -2.341 -0.827
H 1.995 -0.665 -1.013
H -1.380 0.202 -0.984
H 1.419 1.233 -0.395
H 0.588 3.314 -1.377
H -1.145 2.854 -0.964
H -0.047 -3.175 0.391
H -1.119 -2.074 1.193
H -1.508 -2.549 -0.436
H -0.396 1.059 1.549
H -0.156 1.299 3.121
O -0.693 1.585 2.352
*
```



[6]
The following is a DFT calculation (ωB97M-V/def2-TZVPD) of a gas-phase ion, C5H11NO (charge -1).

Gap between HOMO and LUMO (spin up / spin down)   2.86 / 9.36 eV
HOMO (spin up / spin down)   0.0410 / -0.2006 Eh
Energy above the lowest of the compared OMol25 structures with the same formula, charge and spin   35.4 kcal/mol

```
! RIJCOSX wB97M-V def2-TZVPD def2/J DEFGRID3
* xyz -1 2
C 0.560 -0.391 -1.199
C 0.155 -1.323 -2.368
C -0.686 0.139 -0.267
N -0.249 0.586 0.922
C -1.220 0.424 2.031
C 1.125 1.132 1.084
O -1.791 -0.284 -0.637
H 1.061 0.555 -1.496
H 1.177 -0.939 -0.430
H 0.891 -1.863 -2.930
H -0.463 -2.130 -1.985
H -0.431 -0.876 -3.130
H -0.622 0.359 2.962
H -1.835 1.349 2.137
H -1.863 -0.323 1.986
H 1.657 0.229 0.761
H 1.297 1.976 0.415
H 1.237 1.381 2.145
*
```



[7]
The following is a DFT calculation (ωB97M-V/def2-TZVPD) of a gas-phase ion, C5H11NO (charge -1).

Gap between HOMO and LUMO (spin up / spin down)   3.89 / 7.26 eV
HOMO (spin up / spin down)   0.0117 / -0.1152 Eh
Energy above the lowest of the compared OMol25 structures with the same formula, charge and spin   7.0 kcal/mol

```
! RIJCOSX wB97M-V def2-TZVPD def2/J DEFGRID3
* xyz -1 2
O 2.597 -0.446 0.191
C 1.961 0.647 0.445
C 0.452 0.762 0.366
C -0.207 -0.614 0.354
C -1.648 -0.506 0.846
C -0.201 -1.289 -1.008
N 0.001 1.601 -0.782
H 2.431 1.622 0.634
H 0.125 1.264 1.284
H 0.330 -1.262 1.049
H -2.187 0.097 0.107
H -2.132 -1.474 0.979
H -1.712 0.057 1.784
H -0.665 -0.666 -1.776
H -0.776 -2.220 -0.986
H 0.821 -1.459 -1.337
H 0.254 2.557 -0.564
H 0.557 1.329 -1.586
*
```



[8]
The following is a DFT calculation (ωB97M-V/def2-TZVPD) of 2 unconnected molecules or ions with the total composition C5H11NO.

Gap between HOMO and LUMO (spin up / spin down)   5.72 / 7.48 eV
HOMO (spin up / spin down)   -0.0545 / -0.1227 Eh
Energy above the lowest of the compared OMol25 structures with the same formula, charge and spin   63.2 kcal/mol

```
! RIJCOSX wB97M-V def2-TZVPD def2/J DEFGRID3
* xyz -1 2
O -1.548 0.834 -0.002
C -2.113 -0.250 0.317
N -1.877 -1.490 -0.052
C 1.392 -0.576 0.959
C 1.336 1.277 0.634
C 1.814 0.012 -0.301
C 0.919 -0.029 -1.558
H -3.002 -0.121 0.970
H -2.761 -1.986 -0.090
H 0.378 -0.855 1.190
H 2.095 -0.603 1.785
H 0.398 1.418 1.172
H 2.186 1.585 1.289
H 1.251 2.046 -0.183
H 2.867 -0.044 -0.562
H 0.958 -1.051 -1.945
H -0.110 0.179 -1.283
H 1.353 0.787 -2.131
*
```



[9]
The following is a DFT calculation (ωB97M-V/def2-TZVPD) of a single C5H11NO molecule.

Gap between HOMO and LUMO   9.40 eV
HOMO   -0.3110 Eh
Energy above the lowest of the compared OMol25 structures with the same formula, charge and spin   85.2 kcal/mol
SMILES   C=C(C)NCCO

```
! RIJCOSX wB97M-V def2-TZVPD def2/J DEFGRID3
* xyz 0 1
C -2.275 -0.350 -0.975
C -1.469 0.259 -0.116
C -1.911 0.927 1.142
N 0.224 0.303 -0.470
C 0.841 -0.535 0.423
C 2.611 -0.139 0.067
O 3.015 -0.754 -1.113
H -3.345 -0.181 -0.979
H -1.894 -0.982 -1.769
H -2.973 1.182 1.087
H -1.753 0.290 2.014
H -1.345 1.845 1.305
H 0.288 -0.047 -1.421
H 0.678 -0.275 1.466
H 0.774 -1.611 0.232
H 3.132 -0.606 0.900
H 2.753 0.943 0.069
H 2.650 -0.269 -1.862
*
```



[10]
The following is a DFT calculation (ωB97M-V/def2-TZVPD) of 3 unconnected molecules or ions with the total composition C5H11NO.

Gap between HOMO and LUMO   8.95 eV
HOMO   -0.2942 Eh
Energy above the lowest of the compared OMol25 structures with the same formula, charge and spin   135.6 kcal/mol

```
! RIJCOSX wB97M-V def2-TZVPD def2/J DEFGRID3
* xyz 0 1
C 2.239 -0.259 -1.494
C 1.376 -0.509 -0.278
C 0.949 0.468 0.766
N 0.080 0.144 -0.235
C -1.156 -0.325 -0.223
C -2.297 0.554 0.210
O -2.013 1.315 1.355
H 1.944 -0.907 -2.328
H 3.287 -0.476 -1.264
H 2.167 0.782 -1.826
H 1.366 -1.548 0.072
H 1.308 1.465 0.999
H 0.135 -0.457 1.726
H -1.364 -1.141 -0.912
H -0.607 -0.985 1.645
H -2.545 1.280 -0.577
H -3.178 -0.091 0.342
H -1.691 0.690 2.023
*
```



[11]
The following is a DFT calculation (ωB97M-V/def2-TZVPD) of a single C5H11NO molecule.

Gap between HOMO and LUMO   9.88 eV
HOMO   -0.3314 Eh
Energy above the lowest of the compared OMol25 structures with the same formula, charge and spin   65.7 kcal/mol
SMILES   CC(C)N(C)C=O

```
! RIJCOSX wB97M-V def2-TZVPD def2/J DEFGRID3
* xyz 0 1
C -0.040 -0.410 1.737
C -0.234 0.392 0.567
C 0.818 1.605 0.168
N -0.227 -0.501 -0.495
C -0.820 -0.006 -1.767
C 0.398 -1.727 -0.322
O 0.291 -2.703 -1.028
H -0.312 0.299 2.573
H 0.965 -0.656 1.958
H -0.547 -1.305 1.961
H -1.296 0.797 0.759
H 1.611 1.347 -0.590
H 0.090 2.294 -0.414
H 1.170 2.170 1.041
H -1.980 0.148 -1.606
H -0.822 -0.914 -2.403
H -0.385 0.860 -2.342
H 1.321 -1.691 0.204
*
```



[12]
The following is a DFT calculation (ωB97M-V/def2-TZVPD) of 2 unconnected molecules or ions with the total composition C5H11NO.

Gap between HOMO and LUMO   8.22 eV
HOMO   -0.2700 Eh
Energy above the lowest of the compared OMol25 structures with the same formula, charge and spin   71.1 kcal/mol
SMILES   C=C/C=C/NC.O

```
! RIJCOSX wB97M-V def2-TZVPD def2/J DEFGRID3
* xyz 0 1
C 0.570 2.878 -0.904
C -0.431 2.175 -0.300
C -0.318 0.701 -0.426
C -1.072 -0.039 0.446
N -1.351 -1.390 0.345
C -0.503 -2.171 -0.553
H 1.085 3.786 -0.608
H 0.835 2.400 -1.852
H -0.983 2.634 0.519
H -0.160 0.263 -1.405
H -1.666 0.424 1.232
H -1.560 -1.841 1.216
H -0.225 -3.101 -0.072
H 0.396 -1.673 -0.924
H -1.001 -2.429 -1.493
O 2.290 -1.317 1.131
H 2.209 -0.590 0.508
H 3.048 -1.084 1.660
*
```